Record 1
11 unconnected molecules or ions with the total composition C11H44N22O11 at a distorted geometry, computed with the ωB97M-V functional and the def2-TZVPD basis.

The geometry in ORCA input format:
```
! wB97M-V def2-TZVPD RIJCOSX def2/J DEFGRID3
* xyz 0 1
C -18.3162 -3.1148 -17.5920
O -19.1707 -3.6528 -18.2748
N -18.4722 -1.8548 -17.0959
N -17.1123 -3.7227 -17.3370
H -19.1231 -1.2437 -17.5682
H -17.8684 -1.4914 -16.3821
H -16.3085 -3.4296 -16.8149
H -17.0510 -4.6189 -17.7958
C -24.5930 0.1096 -23.3652
O -25.4271 0.9438 -23.0227
N -23.2927 0.4297 -23.6104
N -24.9345 -1.2116 -23.5296
H -22.7360 -0.3652 -23.8676
H -23.0380 1.4017 -23.7326
H -24.5298 -1.8165 -24.2205
H -25.9248 -1.3180 -23.3777
C -14.9117 1.5575 -19.3083
O -15.9649 1.7448 -19.8950
N -14.8056 0.6772 -18.2575
N -13.7311 2.1358 -19.6771
H -15.5482 0.0057 -18.2044
H -13.8891 0.5527 -17.8706
H -12.8361 1.7212 -19.4959
H -13.7724 2.7878 -20.4411
C -21.7780 2.9175 -18.9642
O -22.8300 3.5319 -18.8840
N -20.5724 3.5375 -19.2471
N -21.6746 1.5647 -18.8996
H -19.7228 3.0227 -19.0841
H -20.4929 4.5039 -19.4968
H -22.5730 1.1018 -18.8194
H -20.7712 1.1117 -19.0420
C -25.2942 1.0682 -19.0813
O -24.4334 1.0506 -18.2135
N -25.1868 0.4858 -20.3043
N -26.5242 1.6643 -18.8670
H -25.9079 0.5894 -20.9964
H -24.3296 0.0237 -20.5659
H -26.6788 2.1977 -18.0363
H -27.2289 1.4505 -19.5474
C -21.9011 -1.9143 -19.9040
O -22.7827 -1.1451 -20.2609
N -21.6289 -2.0942 -18.5767
N -21.2114 -2.7556 -20.7355
H -20.8254 -2.6611 -18.3487
H -22.1122 -1.5293 -17.9040
H -20.3879 -3.1569 -20.3148
H -21.2785 -2.5968 -21.7220
C -19.4924 2.6732 -24.6412
O -19.3597 1.5288 -24.2021
N -18.5438 3.6440 -24.4231
N -20.5814 3.0710 -25.3255
H -18.5161 4.3731 -25.1149
H -17.6826 3.2888 -24.0427
H -21.3889 2.4746 -25.3625
H -20.7281 4.0164 -25.6291
C -15.5404 -1.7702 -20.5792
O -15.2546 -1.0731 -21.5432
N -16.5094 -1.4353 -19.6939
N -14.8109 -2.8816 -20.2412
H -16.7699 -2.0413 -18.9388
H -16.8426 -0.4901 -19.8221
H -14.8656 -3.3470 -19.3556
H -14.2300 -3.3073 -20.9399
C -22.6663 3.3899 -22.4765
O -23.0107 3.4610 -23.6529
N -23.4580 2.8411 -21.5185
N -21.4389 3.7105 -21.9794
H -23.2014 2.8775 -20.5443
H -24.3734 2.5499 -21.8272
H -20.6332 3.7807 -22.5759
H -21.2131 3.8195 -21.0049
C -15.4446 1.8460 -24.1227
O -15.2190 2.9452 -24.6108
N -15.8283 1.6772 -22.8082
N -15.4732 0.6729 -24.8195
H -15.3290 0.9665 -22.2852
H -16.0357 2.4889 -22.2511
H -15.8363 -0.1222 -24.3245
H -15.0814 0.6081 -25.7383
C -19.4337 0.3610 -21.0822
O -19.3336 0.2943 -19.8428
N -18.3823 0.2723 -21.9156
N -20.6347 0.4302 -21.7225
H -18.4767 0.5658 -22.8820
H -17.5049 0.1279 -21.4579
H -20.5586 0.7111 -22.6880
H -21.4739 0.5434 -21.1782
*
```

The orbital gap is 8.3 eV. Its structure (SMILES) is NC(N)=O.NC(N)=O.NC(N)=O.NC(N)=O.NC(N)=O.NC(N)=O.NC(N)=O.NC(N)=O.NC(N)=O.NC(N)=O.NC(N)=O. The relative energy (zero: lowest compared OMol25 entry of this formula, charge and spin) is 0.049 eV. The total energy is -2478.324502 Ha. The HOMO energy comes out at -8.6 eV.

Mulliken analysis output, partial charges in e: C 0.426; O -0.713; N -0.276; N -0.436; H 0.131; H 0.224; H 0.200; H 0.220; C 0.468; O -0.712; N -0.118; N -0.414; H 0.132; H 0.113; H 0.204; H 0.257; C 0.569; O -0.480; N -0.341; N -0.457; H 0.193; H 0.188; H 0.174; H 0.236; C 0.228; O -0.623; N -0.465; N 0.189; H 0.140; H 0.315; H 0.060; H -0.007; C 0.714; O -0.710; N -0.132; N -0.452; H 0.239; H 0.106; H 0.227; H 0.152; C 0.291; O -0.531; N -0.256; N -0.340; H 0.086; H 0.213; H 0.200; H 0.240; C 0.425; O -0.827; N -0.381; N -0.285; H 0.231; H 0.135; H 0.213; H 0.180; C 0.525; O -0.611; N 0.279; N -0.407; H 0.266; H -0.266; H 0.115; H 0.225; C 0.295; O -0.695; N 0.084; N -0.195; H -0.058; H 0.179; H 0.160; H 0.383; C 0.420; O -0.676; N -0.062; N -0.326; H 0.076; H 0.183; H 0.222; H 0.210; C 0.553; O -0.857; N 0.134; N 0.514; H 0.234; H -0.242; H 0.148; H -0.177

=====

Record 2
11 unconnected molecules or ions with the total composition C11H44O11 at a distorted geometry, computed with the ωB97M-V functional and the def2-TZVPD basis.

The geometry in ORCA input format:
```
! wB97M-V def2-TZVPD RIJCOSX def2/J DEFGRID3
* xyz 0 1
C 14.2367 10.8633 5.7471
O 13.0285 10.0896 5.6555
H 14.5141 11.2600 4.7447
H 14.1534 11.6933 6.4535
H 14.9985 10.1348 6.1516
H 12.1864 10.5314 5.8704
C 11.8237 15.8761 7.9751
O 11.6913 14.4851 8.4142
H 12.8266 16.0322 7.5855
H 11.1021 16.2187 7.2235
H 11.7585 16.5508 8.8300
H 11.0083 14.5458 9.1327
C 8.5269 14.8438 11.0364
O 8.9810 14.3140 9.8170
H 8.5418 15.9375 10.9717
H 7.4782 14.6106 11.3214
H 9.0592 14.5063 11.8447
H 8.7791 13.3993 9.6238
C 5.8543 11.2521 9.5502
O 6.1970 9.9218 9.4918
H 4.8018 11.2516 9.8054
H 6.4973 11.8071 10.2616
H 5.9611 11.8080 8.6037
H 7.1158 9.8451 9.1529
C 9.4286 10.8943 10.2600
O 8.9186 11.5641 9.1097
H 8.5585 10.7317 10.8929
H 9.8802 9.9599 9.9985
H 10.2023 11.5292 10.7103
H 9.7231 11.7717 8.5216
C 11.5494 12.7753 12.3989
O 11.5496 11.5357 12.9777
H 12.4867 13.1335 12.0103
H 10.7782 12.8520 11.6191
H 11.3008 13.5267 13.1366
H 12.1500 10.9298 12.5406
C 9.2739 12.8758 6.2016
O 10.4362 12.5014 6.9518
H 8.5379 12.0804 6.3203
H 8.8829 13.8111 6.5350
H 9.5867 12.8600 5.1457
H 10.8343 13.3222 7.2333
C 13.2727 8.4255 9.0483
O 12.4534 8.0566 10.0982
H 12.7437 9.2599 8.5617
H 14.2601 8.7332 9.3250
H 13.4254 7.6240 8.3088
H 12.6213 8.6457 10.8154
C 6.3212 10.5332 14.3502
O 6.9129 10.8468 13.0694
H 7.0322 10.0870 14.9984
H 5.9574 11.4469 14.7274
H 5.4606 9.9034 14.2449
H 6.2733 11.2876 12.4633
C 13.5414 9.3758 13.8912
O 13.7119 9.7195 12.5531
H 14.1269 8.4790 14.1484
H 13.8214 10.1550 14.5982
H 12.5066 9.1332 14.0784
H 14.5772 9.8834 12.2418
C 9.8113 7.3636 11.4001
O 9.5799 7.2267 10.0210
H 10.5384 8.1545 11.6127
H 8.8580 7.6509 11.7930
H 10.2117 6.4793 11.8597
H 10.4394 7.3368 9.6078
*
```

The orbital gap is 10.0 eV. Its structure (SMILES) is CO.CO.CO.CO.CO.CO.CO.CO.CO.CO.CO. The relative energy (zero: lowest compared OMol25 entry of this formula, charge and spin) is 2.510 eV. The total energy is -1272.919014 Ha. The HOMO energy comes out at -9.7 eV.

Mulliken analysis output, partial charges in e: C -0.474; O -0.525; H 0.256; H 0.203; H 0.212; H 0.314; C -0.693; O -0.484; H 0.288; H 0.248; H 0.320; H 0.290; C -0.717; O -0.327; H 0.277; H 0.262; H 0.287; H 0.290; C -0.178; O -0.513; H 0.303; H -0.145; H 0.209; H 0.324; C -0.168; O -0.382; H 0.120; H 0.469; H -0.191; H 0.149; C -0.177; O -0.487; H 0.305; H -0.215; H 0.332; H 0.287; C -0.744; O -0.485; H 0.282; H 0.296; H 0.284; H 0.342; C -0.661; O -0.405; H 0.247; H 0.329; H 0.275; H 0.217; C -0.661; O -0.385; H 0.225; H 0.298; H 0.282; H 0.232; C -0.671; O -0.463; H 0.312; H 0.304; H 0.260; H 0.240; C -0.287; O -0.541; H -0.088; H 0.284; H 0.290; H 0.324

=====

Record 3
11 unconnected molecules or ions with the total composition C11H44O11 at a distorted geometry, computed with the ωB97M-V functional and the def2-TZVPD basis.

The geometry in ORCA input format:
```
! wB97M-V def2-TZVPD RIJCOSX def2/J DEFGRID3
* xyz 0 1
C 16.4944 -2.2525 -11.5192
O 16.5906 -2.9017 -12.7612
H 17.0444 -1.3129 -11.5727
H 15.4547 -2.2136 -11.1944
H 17.0572 -2.7383 -10.7222
H 16.6682 -3.8527 -12.6555
C 12.4544 -4.7181 -6.8009
O 11.4182 -5.1833 -7.5657
H 12.4486 -4.7691 -5.7121
H 13.2762 -5.2841 -7.2394
H 12.6164 -3.6777 -7.0826
H 11.8471 -5.4871 -8.3690
C 5.8487 -11.4236 -12.4896
O 5.0968 -10.2252 -12.5526
H 5.5504 -11.9730 -11.5968
H 5.7744 -11.9709 -13.4293
H 6.8893 -11.1044 -12.4303
H 4.5478 -10.1639 -11.7675
C 8.4613 -7.3922 -15.9398
O 7.3780 -6.9619 -15.1680
H 8.8041 -6.5003 -16.4642
H 9.2414 -7.7871 -15.2889
H 8.1776 -8.1816 -16.6358
H 6.9275 -7.5799 -14.5878
C 10.9514 -1.7297 -12.1537
O 10.1870 -0.5304 -12.3074
H 10.2974 -2.4828 -11.7142
H 11.4557 -2.1906 -13.0030
H 11.7048 -1.5102 -11.3972
H 10.7522 0.1231 -12.7258
C 12.1558 -8.3713 -11.5639
O 12.0246 -6.9705 -11.7619
H 12.3400 -8.8229 -12.5387
H 13.0290 -8.3936 -10.9120
H 11.2433 -8.8077 -11.1577
H 12.7023 -6.5850 -12.3221
C 17.3500 -6.9745 -15.2766
O 16.4191 -6.9488 -14.2144
H 17.2335 -7.7727 -16.0097
H 17.2681 -6.0282 -15.8112
H 18.3526 -6.8707 -14.8617
H 16.5086 -7.8417 -13.8731
C 13.9262 -3.0771 -17.1914
O 14.2514 -1.9133 -16.4350
H 12.9046 -3.0982 -17.5711
H 14.6352 -3.0569 -18.0191
H 14.1332 -3.9719 -16.6044
H 14.8791 -2.1110 -15.7360
C 12.7809 -10.2270 -5.8861
O 13.9965 -9.9676 -6.5566
H 12.1297 -11.0127 -6.2690
H 12.8772 -10.3156 -4.8040
H 12.1149 -9.3711 -5.9956
H 14.4413 -9.2473 -6.1039
C 13.8255 -14.3232 -9.4826
O 14.4847 -13.0735 -9.7382
H 14.6565 -15.0164 -9.3518
H 13.2761 -14.3083 -8.5413
H 13.2844 -14.7924 -10.3043
H 14.6286 -12.5667 -8.9356
C 18.0823 -11.3442 -13.3582
O 16.6356 -11.1170 -13.3795
H 18.3896 -11.2892 -14.4025
H 18.5253 -10.5309 -12.7833
H 18.2737 -12.3649 -13.0272
H 16.2505 -11.4922 -12.5842
*
```

The orbital gap is 10.1 eV. Its structure (SMILES) is CO.CO.CO.CO.CO.CO.CO.CO.CO.CO.CO. The relative energy (zero: lowest compared OMol25 entry of this formula, charge and spin) is 4.824 eV. The total energy is -1272.833947 Ha. The HOMO energy comes out at -10.0 eV.

Mulliken analysis output, partial charges in e: C -0.529; O -0.463; H 0.236; H 0.210; H 0.264; H 0.282; C -0.530; O -0.487; H 0.248; H 0.193; H 0.253; H 0.320; C -0.446; O -0.498; H 0.268; H 0.192; H 0.182; H 0.304; C -0.365; O -0.514; H 0.189; H 0.163; H 0.233; H 0.294; C -0.475; O -0.514; H 0.228; H 0.223; H 0.244; H 0.295; C -0.484; O -0.496; H 0.250; H 0.222; H 0.223; H 0.287; C -0.650; O -0.462; H 0.310; H 0.234; H 0.275; H 0.289; C -0.444; O -0.510; H 0.224; H 0.243; H 0.176; H 0.308; C -0.562; O -0.480; H 0.246; H 0.276; H 0.240; H 0.283; C -0.520; O -0.491; H 0.248; H 0.223; H 0.242; H 0.297; C -0.518; O -0.510; H 0.199; H 0.228; H 0.305; H 0.299